The following is a DFT calculation (the ωB97M-V functional and the def2-TZVPD basis) of a molecular structure, C26H58AlBr2Cl4F4MgN7NaO2 at a distorted geometry.

XYZ file:
```
106
Properties=species:S:1:pos:R:3:forces:R:3
C 7.4470 -0.8505 3.0416 -7.67 -1.13 -0.05
C 6.1845 -1.0257 2.7113 5.38 0.43 1.92
C 4.6210 -1.3185 2.4474 1.19 0.32 0.20
C 3.9132 -0.0212 1.8003 -0.35 -1.16 0.10
C 2.3967 -0.3929 1.2574 0.83 0.06 0.55
C 1.3796 0.5598 2.0734 0.19 0.89 -0.23
C 1.3616 2.1101 1.5112 -1.35 0.53 -1.04
N 2.5019 2.9489 2.0156 -0.15 -1.51 -0.29
N 0.0900 2.8329 1.9423 1.48 -2.04 0.44
N 1.3458 2.1545 0.0052 0.18 -0.72 2.33
C 2.0698 -1.9942 1.4260 -2.18 1.88 1.35
C 0.6039 -2.3072 0.8516 -1.09 0.45 -0.38
C 0.3164 -1.7368 -0.6280 0.17 0.02 -0.66
C -1.2147 -1.9408 -1.1379 -0.77 1.98 0.54
C -2.1738 -2.7208 -0.0932 -0.23 0.28 -0.19
N -3.6249 -2.7157 -0.5667 -0.10 1.11 1.69
C -4.4205 -3.0278 0.6509 -0.17 -4.01 0.04
N -4.4933 -4.3196 1.0241 -0.01 3.78 -0.93
N -5.1618 -2.0157 1.4425 2.41 -0.81 -0.66
N 3.1920 -2.7047 0.7317 1.03 -0.42 0.03
C 2.8999 -4.1126 0.2933 0.15 -2.46 -2.32
Br 2.2911 -5.3151 1.7852 0.11 1.31 -0.75
C 4.2048 -4.8260 -0.4211 -0.43 -0.47 -0.07
C 4.9656 -5.8907 0.5205 1.60 -0.04 -0.60
C 4.4770 -2.6690 1.5560 2.38 0.88 0.97
H 8.4959 -0.6905 3.4584 -3.05 -0.35 0.04
H 4.1468 -1.5455 3.4740 0.75 0.57 -1.61
H 3.8885 0.7905 2.6304 -0.11 -1.45 -1.27
H 4.5661 0.4014 0.9303 -1.19 -1.31 1.11
H 2.4395 -0.1871 0.1166 -0.56 -0.17 1.90
H 0.2824 0.2259 2.0712 1.82 0.17 -0.13
H 1.7807 0.6439 3.1673 -0.93 -0.43 -1.73
H 2.6947 2.6311 2.9815 0.29 0.51 -0.64
H 3.3026 2.7195 1.3781 -1.27 0.63 0.70
H -0.4816 2.2356 2.5638 0.30 0.44 -0.47
H -0.4969 2.9498 1.0555 1.72 -2.00 2.31
H 1.2214 3.1454 -0.2668 0.40 -0.79 0.11
H 2.2923 1.8852 -0.3486 -1.10 0.60 0.00
H 2.0543 -2.3073 2.5506 0.38 0.45 -2.06
H -0.1764 -1.8053 1.5605 1.73 -0.84 -0.97
H 0.3155 -3.4287 0.8428 0.78 1.78 0.00
H 0.5406 -0.6013 -0.7522 -0.17 -1.92 0.50
H 0.9696 -2.3688 -1.3591 -1.00 1.29 1.18
H -1.1855 -2.4063 -2.1857 -0.32 0.71 1.95
H -1.6860 -0.8783 -1.2755 0.79 -1.58 0.48
H -1.8582 -3.8218 -0.0643 -0.42 1.98 0.61
H -2.2045 -2.2408 0.9694 0.33 -0.58 -1.86
H -3.6994 -3.4598 -1.2801 -0.25 0.26 0.87
H -3.9387 -4.8637 0.3340 -0.41 0.43 0.60
H -4.7098 -1.0838 1.3882 -0.38 -0.86 -0.34
H -5.0995 -2.3081 2.4363 -0.24 0.02 -1.02
H 3.4114 -2.1495 -0.1326 -0.50 -0.66 0.59
H 2.0567 -4.1911 -0.5145 0.85 0.70 1.71
H 3.8119 -5.4217 -1.3443 0.47 1.19 1.74
H 4.9130 -4.0159 -0.8720 -1.15 -1.39 1.01
H 5.2158 -5.5200 1.5775 -0.50 -0.42 -1.65
H 5.9934 -6.1051 0.0071 -1.76 0.34 0.88
H 4.4493 -6.9098 0.6214 0.49 1.79 -0.29
H 5.4239 -2.7012 0.8770 -2.03 -0.03 0.90
H 4.5705 -3.5537 2.2803 -0.67 1.22 -1.33
C -5.2464 6.2292 -1.8688 -0.21 0.03 -0.13
C -3.8858 5.6001 -1.6052 0.33 -0.38 -0.06
C -3.8730 4.6930 -0.3765 -2.87 1.86 -0.10
C -4.1842 5.3952 0.9578 0.52 -0.09 -0.13
C -3.2605 6.5729 1.3269 -0.08 -0.18 0.19
C -1.8000 6.1738 1.5216 -0.08 2.10 0.37
H -5.5588 6.8793 -1.0464 -0.06 -0.04 0.03
H -5.2084 6.8396 -2.7744 -0.02 -0.15 0.11
H -6.0104 5.4600 -2.0121 0.04 0.04 0.08
H -3.1272 6.3835 -1.5130 0.01 -0.09 0.08
H -3.6035 5.0025 -2.4784 0.03 0.03 0.13
H -2.8711 4.1881 -0.3138 -1.17 -0.23 -0.70
H -4.6016 3.8856 -0.5206 0.40 -0.26 -0.03
H -4.1389 4.6469 1.7590 0.00 0.06 -0.04
H -5.2182 5.7557 0.9409 -0.01 -0.09 -0.11
H -3.6233 7.0152 2.2617 -0.13 0.00 -0.12
H -3.3273 7.3592 0.5678 -0.04 -0.02 -0.01
H -1.7028 5.4219 2.3081 0.10 0.07 -0.15
H -1.2066 7.0476 1.8149 -0.13 0.11 0.15
H -1.3636 5.7649 0.5921 -0.46 2.68 1.63
Cl 3.5425 2.7867 -1.6557 1.28 -0.11 0.03
Mg 5.2537 2.2100 1.4869 1.46 1.15 -0.34
F -3.4672 0.6620 -5.0587 0.15 0.68 -0.14
Al -3.4497 2.3653 -4.5156 0.06 1.53 0.80
F -5.0798 3.0571 -4.6818 1.88 -1.02 0.09
F -2.3063 3.2917 -5.5138 -1.37 -1.39 0.97
F -2.9448 2.4254 -2.8140 -0.69 -0.17 -2.07
Br -1.3537 4.0277 0.1353 1.42 -3.41 -3.49
C 9.6937 -0.5461 -0.0446 0.51 0.03 -0.38
Cl 9.4477 -0.6152 1.7070 1.70 0.09 -2.18
Cl 8.7336 0.7463 -0.7713 0.05 -0.12 0.02
H 10.7487 -0.3620 -0.2485 -0.21 0.04 0.04
H 9.3944 -1.4988 -0.4813 -0.05 0.17 0.19
O -3.6761 8.7385 -2.6050 0.25 0.20 0.23
H -2.7713 8.4139 -2.5077 -0.16 0.06 -0.10
H -4.0593 8.6296 -1.7250 0.04 0.00 -0.19
C -5.3035 -7.3869 -2.7572 -0.81 -0.37 -0.37
C -4.4096 -6.8429 -1.6222 -0.63 -0.38 -0.23
O -3.2691 -6.4436 -2.1758 0.38 0.40 0.30
H -4.8423 -8.2401 -3.2663 0.13 0.20 0.13
H -6.2605 -7.7297 -2.3447 -0.03 0.00 0.06
H -5.5263 -6.6182 -3.5051 0.20 -0.01 0.16
H -4.3711 -7.6533 -0.8713 0.52 -0.36 0.05
H -5.0304 -6.0912 -1.1018 0.05 0.58 -0.15
Na -2.9065 -1.0216 -6.2981 -0.09 0.43 0.59
Cl -0.4484 -4.3829 -1.4217 2.11 -3.13 -0.99
```
Forces are in eV/Å.

Calculated values
calculated total energy	-9551.93150	Eh
charge	-1
frontier orbital gap	1.25	eV
multiplicity	1

Results of the Löwdin charge analysis, in e, for atoms 1 through 2: C -0.1028; C -0.0724

***

The following is a DFT calculation (the ωB97M-V functional and the def2-TZVPD basis) of 2 unconnected molecules or ions with the total composition C17H29BrClN3O6PS at a distorted geometry.

XYZ file:
```
59
Properties=species:S:1:pos:R:3:forces:R:3
C 4.0022 -1.8993 -0.3909 0.03 0.28 -0.75
C 4.1575 -0.3775 -0.6124 1.49 -1.17 -0.08
O 2.9727 0.2806 -1.1225 -0.50 1.43 1.10
P 2.0281 0.9075 0.0402 0.45 -1.25 1.03
O 1.4031 -0.1864 0.8028 -0.48 0.57 0.11
C 0.8240 2.0467 -0.7530 0.52 0.25 -1.19
C -0.5908 1.4271 -0.9701 -0.22 -0.49 1.19
C -1.7064 2.4380 -0.7363 -0.66 -0.02 0.67
C -1.9252 3.5091 -1.6600 1.86 -0.50 -1.85
Br -0.7815 3.5540 -3.2261 -0.85 0.16 0.72
N -2.7871 4.4840 -1.6225 0.42 -1.03 0.73
N -3.5234 4.3827 -0.5359 -1.55 1.47 0.30
C -3.4972 3.4623 0.3924 -0.26 -1.48 1.88
Cl -4.6512 3.5826 1.6962 0.57 0.30 -0.95
C -2.5845 2.3848 0.3865 1.51 0.59 -1.30
C -2.5387 1.3023 1.4434 -0.98 -0.47 0.07
C -3.6573 0.2337 1.0808 -0.73 1.61 -0.89
C -3.5711 -0.2195 -0.3936 -0.15 -1.09 0.44
N -4.1928 0.4959 -1.4399 0.01 0.66 0.82
O -2.9594 -1.2236 -0.6337 0.87 -0.26 -0.29
O 2.9465 1.8441 1.0322 -0.51 -0.43 -2.10
C 3.7458 2.7639 0.2582 1.25 1.79 0.07
C 4.5254 3.7369 1.2084 -1.07 -0.86 -0.67
H 3.3479 -2.2847 -1.1938 0.15 0.02 0.53
H 3.6358 -2.1770 0.6061 -0.03 0.17 -0.43
H 4.9909 -2.3647 -0.5688 -0.44 0.22 0.30
H 4.9387 -0.2409 -1.3840 -0.58 0.14 0.23
H 4.5659 0.0680 0.3122 -0.56 0.18 -0.35
H 1.2314 2.3153 -1.7474 -0.07 -0.07 0.57
H 0.8148 2.9959 -0.1834 -0.12 -0.58 -0.04
H -0.7228 0.6257 -0.2171 0.12 0.33 -0.48
H -0.6832 0.9181 -1.9466 0.03 0.54 0.31
H -4.2057 5.1361 -0.4173 0.16 -0.17 -0.14
H -1.5423 0.8478 1.5533 -0.38 0.21 -0.24
H -2.8406 1.6938 2.4321 0.34 0.05 -0.51
H -4.6127 0.7982 1.1606 0.36 -0.48 0.28
H -3.6638 -0.6143 1.7763 0.18 0.23 -0.43
H -5.2073 0.4731 -1.3991 0.15 0.27 -0.03
H -3.8296 0.2292 -2.3483 -0.27 -0.41 0.17
H 3.1317 3.4153 -0.4021 0.00 -0.61 0.29
H 4.4815 2.2715 -0.4006 -0.49 -0.30 0.40
H 5.4237 4.0872 0.6775 -0.30 -0.07 0.41
H 3.8470 4.5823 1.4111 0.58 -0.27 0.34
H 4.7677 3.1626 2.1159 0.12 0.53 -0.24
C -1.5201 -3.9925 0.8893 0.03 0.07 0.03
C -0.5913 -3.0819 0.0795 -0.10 0.02 -0.04
C 0.8156 -3.6752 0.1593 -0.06 0.43 0.03
S 0.6054 -5.4414 0.3920 -0.13 0.01 -0.18
O 1.1109 -5.7975 1.6934 0.09 -0.09 -0.12
O 1.0194 -6.1331 -0.8024 0.16 -0.10 0.20
C -1.1808 -5.4169 0.4634 -0.39 0.13 0.12
H -2.5704 -3.7611 0.7102 0.03 0.00 -0.01
H -1.3226 -3.8651 1.9574 -0.01 -0.05 -0.02
H -0.9234 -3.0585 -0.9612 -0.03 -0.01 0.04
H -0.6056 -2.0577 0.4499 0.08 -0.02 -0.03
H 1.3793 -3.5001 -0.7517 0.11 -0.15 0.03
H 1.3644 -3.2865 1.0154 0.01 -0.09 0.01
H -1.5326 -6.1725 1.1629 0.16 -0.08 -0.05
H -1.5560 -5.6286 -0.5382 0.07 -0.03 0.01
```
Forces are in eV/Å.

Calculated values
calculated total energy	-5054.42593	Eh
charge	+1
frontier orbital gap	6.40	eV
multiplicity	1

Results of the natural (NBO) charge analysis, in e, for atoms 1 through 2: C -0.6352; C -0.0930

***

The following is a DFT calculation (the ωB97M-V functional and the def2-TZVPD basis) of 3 unconnected molecules or ions with the total composition C17H49BCl2N6O2P3 at a distorted geometry.

XYZ file:
```
80
Properties=species:S:1:pos:R:3:forces:R:3
C -0.8714 3.9899 -2.6239 -1.32 -1.00 -0.12
C -1.4595 3.2064 -3.9729 1.64 0.22 -0.16
Cl -2.6661 1.9121 -3.3072 0.22 1.01 -0.42
C -0.2744 2.3104 -4.7405 -1.56 0.24 1.37
Cl -0.8887 1.8941 -6.4798 -0.11 0.08 1.00
B 1.1623 3.0956 -4.8595 -1.04 -0.40 -0.49
P 2.4933 2.5832 -3.5879 1.60 0.10 0.97
C 2.0321 1.0216 -2.5948 -1.38 -0.30 0.80
C 2.5431 4.0150 -2.2942 -0.24 -0.18 0.84
H -1.8144 4.1132 -1.9050 2.18 -0.09 -1.47
H -0.3964 5.0327 -2.8646 -0.80 -2.25 0.34
H -0.1351 3.2382 -2.1030 -1.34 1.76 -1.00
H -2.0139 3.9438 -4.7145 1.03 -1.79 1.61
H -0.2466 1.2871 -4.1758 -0.13 1.86 -1.20
H 1.6263 2.8976 -5.9462 0.19 -0.30 -0.24
H 1.0412 4.2857 -4.7898 -0.14 0.49 0.20
H 1.1241 1.3048 -1.8742 1.74 -0.88 -1.22
H 2.9035 0.5657 -1.9451 -1.79 0.92 -1.43
H 1.6185 0.2295 -3.3658 0.96 1.41 1.59
H 2.0440 4.9674 -2.7602 1.26 -1.74 0.85
H 1.9035 3.7188 -1.3540 1.31 0.68 -1.45
H 3.6769 4.1478 -2.0091 -2.38 0.13 -0.33
O 2.0428 -1.8794 -0.4499 -3.15 1.84 1.38
P 1.0732 -2.9578 0.0926 4.90 -4.78 -2.13
N 2.2144 -3.6063 1.1757 0.84 -0.61 2.19
C 3.4874 -4.1820 0.7822 0.10 0.10 -0.43
C 2.4306 -2.7502 2.3506 -0.49 -0.05 -0.17
N 0.9750 -3.7966 -1.3916 -0.92 0.52 -1.98
C 1.6631 -5.0186 -1.7462 -0.63 -0.48 0.45
C 0.8656 -2.9542 -2.5885 0.18 0.38 0.04
N -0.0414 -4.1976 0.7162 -1.47 1.62 -0.01
C 0.2504 -5.3683 1.5266 0.10 0.45 1.23
C -1.3656 -4.2608 0.1077 -0.16 0.44 0.11
H 3.9286 -4.7227 1.6267 -0.11 0.25 0.16
H 4.1989 -3.4229 0.4407 0.13 0.00 -0.03
H 3.3905 -4.9366 0.0086 -0.15 0.15 -0.16
H 1.4697 -2.4999 2.8160 0.00 0.05 -0.07
H 2.9306 -1.8157 2.0778 0.07 0.09 0.02
H 3.0268 -3.2554 3.1170 -0.01 -0.14 -0.20
H 2.7082 -4.8378 -2.0124 0.15 0.04 -0.03
H 1.1820 -5.4970 -2.6088 -0.03 0.23 0.01
H 1.6177 -5.7645 -0.9535 0.12 0.08 0.15
H 1.8494 -2.6011 -2.9233 -0.09 0.11 -0.03
H 0.2330 -2.0819 -2.3964 0.26 -0.07 -0.01
H 0.3968 -3.4979 -3.4184 0.06 -0.19 0.27
H 0.8902 -6.0864 1.0097 0.17 0.12 -0.08
H -0.6632 -5.9048 1.8115 -0.14 0.28 -0.30
H 0.7188 -5.0958 2.4775 0.09 -0.15 -0.25
H -1.4168 -5.0430 -0.6531 0.05 -0.06 -0.07
H -1.6268 -3.3069 -0.3617 0.10 -0.19 -0.05
H -2.1383 -4.4571 0.8574 0.03 0.00 0.03
O -1.2004 3.0240 0.6201 0.39 3.46 1.94
P -1.4366 2.7317 2.1221 -1.01 -6.90 -2.05
N -0.2411 1.5228 2.1950 1.80 -0.87 0.90
C -0.2535 0.3049 1.4056 -0.32 0.00 -0.50
C 1.1219 2.0727 2.1865 -0.24 0.31 0.22
N -3.0163 2.1277 1.8857 -2.03 1.03 -0.58
C -3.4203 0.7391 1.8570 0.00 -0.06 0.84
C -3.8451 2.8783 0.9350 0.27 0.10 -0.35
N -1.7082 2.3956 3.8489 -0.12 2.22 0.28
C -1.2418 1.2755 4.6492 1.23 0.28 0.29
C -2.7781 3.1384 4.5056 0.21 0.38 -0.08
H 0.4911 -0.3985 1.7942 0.23 0.30 0.01
H -0.0408 0.4931 0.3480 0.09 -0.13 -0.07
H -1.1905 -0.2375 1.4776 -0.21 0.19 -0.02
H 1.2220 2.8428 2.9608 -0.06 0.06 -0.05
H 1.3636 2.5272 1.2208 0.09 -0.02 -0.05
H 1.8705 1.3061 2.4097 -0.23 -0.11 -0.05
H -3.1846 0.2635 0.9010 0.05 -0.05 -0.13
H -4.5030 0.6480 2.0115 0.04 0.20 -0.09
H -2.9745 0.1612 2.6658 0.21 0.01 -0.05
H -3.6412 2.5781 -0.1009 -0.03 0.14 -0.03
H -3.6655 3.9543 1.0241 0.09 -0.20 -0.11
H -4.9142 2.7272 1.1307 0.17 -0.20 0.20
H -1.6542 0.3215 4.3144 0.03 -0.01 -0.22
H -1.5165 1.3869 5.7055 -0.24 0.31 -0.18
H -0.1495 1.2082 4.6532 -0.23 -0.17 -0.12
H -3.6942 2.5465 4.5662 -0.08 -0.08 -0.04
H -3.0017 4.0636 3.9647 -0.06 -0.21 0.00
H -2.4914 3.4356 5.5190 0.03 -0.01 0.01
```
Forces are in eV/Å.

Calculated values
calculated total energy	-3125.16490	Eh
charge	-1
ΔE to the lowest compared entry with this formula, charge and spin	73.8	kcal per mole
frontier orbital gap	3.82	eV
multiplicity	1

Results of the Löwdin charge analysis, in e, for atoms 1 through 2: C -0.1576; C -0.6348

***

What is the charge in the first record?
-1